No. 1
Entry from the OMol25 dataset: an isolated molecule of C15H18N2O3S at a distorted geometry (wB97M-V/def2-TZVPD).

The total charge is 0. The spin multiplicity is 1. The total energy comes out at -1315.32144 Ha. The energy relative to the best compared isomer or geometry (same formula, charge and spin) is 346.2 kcal per mole. Its lowest unoccupied orbital energy is -0.0478 hartree. The SMILES is CCCCCCNc1c([N+](=O)[O-])c(=O)sc2ccccc12.

Last column: Löwdin charge in e.
Atoms and positions in Å:
C1 -0.9941 -0.5574 3.0470  -0.10
C2 -0.2689 -1.9071 2.5852  -0.23
C3 0.0423 -1.9282 1.0679  -0.18
C4 -1.3269 -2.1375 0.2163  -0.16
C5 -1.0805 -2.5395 -1.3924  -0.13
C6 -0.2948 -1.3618 -1.8351  -0.22
N1 -0.9430 -0.1171 -1.5040  0.10
C7 -0.4013 1.0765 -1.1274  -0.03
C8 -1.2878 2.0938 -0.6199  -0.12
C9 -0.8474 2.9846 0.4806  -0.59
O1 -1.5822 4.1565 0.9141  -0.17
S1 0.5251 2.7405 1.3452  1.08
C10 1.6471 1.6654 0.1439  -0.36
C11 3.0298 1.9843 0.4544  0.05
C12 3.8300 1.3727 -0.6840  -0.07
C13 3.2265 0.8259 -1.5953  -0.21
C14 1.9660 0.6045 -1.8123  0.01
C15 1.0275 1.1578 -0.7748  -0.21
H1 1.6204 0.4990 -2.8513  0.15
H2 3.9139 0.5658 -2.3978  0.14
H3 4.8640 1.4338 -0.5209  0.10
H4 3.2910 2.4592 1.4583  0.13
N2 -2.5906 2.2710 -0.9064  -0.32
O2 -3.2322 3.2591 -0.7089  0.13
O3 -3.1209 1.3100 -1.6663  -0.05
H5 -1.7913 0.0489 -1.8021  0.03
H6 -0.1514 -1.6533 -2.9640  0.15
H7 0.7978 -1.1317 -1.4856  0.13
H8 -2.1388 -2.4581 -1.6576  0.13
H9 -0.5585 -3.3565 -1.2900  0.05
H10 -1.9484 -1.0750 0.2966  0.13
H11 -2.0346 -2.9461 0.4925  0.10
H12 0.5150 -1.1163 0.8178  0.02
H13 0.4608 -3.0449 0.9049  0.16
H14 -1.1249 -2.7735 2.8913  0.17
H15 0.5518 -1.8151 3.1821  0.05
H16 -1.9864 -0.4184 2.3149  0.13
H17 -0.3967 0.2821 2.9287  0.00
H18 -1.2077 -0.4537 4.0545  0.03

No. 2
Entry from the OMol25 dataset: a cluster of 14 separate species, C29H91N5O14 in total at a distorted geometry (wB97M-V/def2-TZVPD).

The total charge is 0. The spin multiplicity is 1. The total energy comes out at -2486.13529 Ha. The energy relative to the best compared isomer or geometry (same formula, charge and spin) is 187.1 kcal per mole. Its lowest unoccupied orbital energy is 0.0103 hartree.

Last column: Löwdin charge in e.
Atoms and positions in Å:
C1 1.5374 1.9352 1.3522  -0.07
C2 1.3295 1.4559 -0.0815  -0.46
C3 0.0975 0.6460 -0.3645  -0.15
O1 0.0003 -0.6607 0.3393  -0.21
C4 -0.9032 -1.6190 -0.1724  -0.13
N1 1.5273 2.5596 -0.9548  0.03
H1 2.5056 2.4143 1.4976  0.07
H2 1.5495 1.0243 1.9507  0.07
H3 0.7797 2.5590 1.8264  0.08
H4 2.1340 0.7338 -0.2205  0.14
H5 0.0952 0.4006 -1.4265  0.11
H6 -0.8852 1.1107 -0.2833  0.12
H7 -1.9066 -1.1940 -0.1968  0.08
H8 -0.9094 -2.5265 0.4313  0.09
H9 -0.6813 -1.9030 -1.2011  0.08
H10 0.8901 3.3407 -0.8922  0.08
H11 2.4279 3.0130 -0.8960  0.08
C5 -6.7195 6.0719 6.1236  -0.05
C6 -6.1573 7.2088 5.2622  -0.41
C7 -4.7065 7.5699 5.6579  -0.14
O2 -3.8100 6.4132 5.3189  -0.22
C8 -2.4931 6.5456 5.8214  -0.12
N2 -6.2432 7.0793 3.7466  0.04
H12 -6.4644 6.3623 7.1427  0.08
H13 -5.9680 5.3073 5.9267  0.07
H14 -7.6802 5.6215 5.8743  0.08
H15 -6.7978 8.0440 5.5455  0.12
H16 -4.6540 7.5512 6.7465  0.11
H17 -4.3502 8.5359 5.3003  0.12
H18 -1.8742 5.9568 5.1444  0.08
H19 -2.3686 6.0676 6.7930  0.08
H20 -2.2055 7.5950 5.8851  0.08
H21 -6.2963 7.9789 3.2905  0.06
H22 -7.1735 6.7267 3.5726  0.06
C9 -5.6481 -10.3809 1.0625  -0.06
C10 -4.9360 -10.5272 -0.3313  -0.38
C11 -3.4869 -10.1908 -0.2190  -0.27
O3 -3.3037 -8.8045 -0.1135  -0.18
C12 -2.0186 -8.5191 0.4367  -0.10
N3 -5.0827 -11.9597 -0.7661  0.03
H23 -6.7020 -10.6501 0.9928  0.07
H24 -5.5368 -9.4458 1.6114  0.07
H25 -5.4457 -11.1636 1.7936  0.07
H26 -5.4185 -9.9578 -1.1257  0.14
H27 -2.9011 -10.4495 -1.1010  0.12
H28 -2.9638 -10.7682 0.5433  0.12
H29 -2.1894 -7.5922 0.9844  0.09
H30 -1.1625 -8.4817 -0.2369  0.08
H31 -1.7009 -9.1990 1.2272  0.08
H32 -4.7772 -11.9564 -1.7288  0.06
H33 -4.4098 -12.5264 -0.2699  0.06
C13 7.3367 4.7174 1.4566  -0.07
C14 8.7385 4.8064 0.8122  -0.41
C15 9.7078 3.9206 1.6909  -0.18
O4 9.7000 4.2990 3.0739  -0.20
C16 10.8912 4.1141 3.8385  -0.10
N4 8.6046 4.2383 -0.5115  0.02
H34 7.2754 4.6199 2.5405  0.07
H35 6.7463 3.8331 1.2166  0.07
H36 6.8566 5.6534 1.1714  0.07
H37 9.0447 5.8519 0.7759  0.13
H38 10.6995 3.9912 1.2441  0.11
H39 9.4627 2.8605 1.6267  0.12
H40 11.1347 5.1382 4.1210  0.09
H41 11.7201 3.4722 3.5402  0.08
H42 10.6015 3.5354 4.7156  0.08
H43 9.4721 4.2825 -1.0268  0.07
H44 8.0926 4.9097 -1.0657  0.07
C17 4.7666 -4.8775 -1.7526  -0.07
C18 3.4265 -4.5137 -1.1152  -0.44
C19 3.3929 -4.3113 0.4871  -0.15
O5 3.7742 -5.5141 1.1603  -0.17
C20 4.7060 -5.4138 2.2031  -0.14
N5 2.9940 -3.2604 -1.6698  0.02
H45 4.9773 -5.9134 -1.4868  0.07
H46 5.5214 -4.2160 -1.3273  0.07
H47 4.7525 -4.8354 -2.8417  0.08
H48 2.7748 -5.2682 -1.5560  0.13
H49 2.4589 -3.8731 0.8389  0.12
H50 4.1675 -3.5488 0.5675  0.11
H51 5.7793 -5.4114 2.0130  0.08
H52 4.5639 -6.2233 2.9190  0.08
H53 4.5514 -4.6802 2.9943  0.08
H54 2.0423 -3.3005 -1.3340  0.06
H55 3.4913 -2.4754 -1.2742  0.07
C21 -0.1265 -0.4368 -6.3328  -0.19
O6 1.0997 -1.0366 -6.2478  -0.13
H56 -0.1270 0.1241 -5.3982  0.07
H57 -0.3763 0.1676 -7.2048  0.09
H58 -0.8101 -1.2526 -6.0976  0.07
H59 1.3405 -1.4825 -5.4325  0.09
C22 -6.3912 -4.7026 0.0684  -0.14
O7 -5.3167 -5.3025 0.8367  -0.14
H60 -7.3165 -4.9073 0.6070  0.07
H61 -6.2456 -3.6301 -0.0611  0.07
H62 -6.4932 -5.2243 -0.8832  0.07
H63 -5.1226 -6.1626 0.4571  0.05
C23 6.0529 0.9047 -3.2541  -0.16
O8 7.0624 1.7819 -3.7195  -0.13
H64 6.0505 -0.1489 -3.5334  0.08
H65 6.0790 1.0034 -2.1689  0.07
H66 5.1062 1.3909 -3.4897  0.07
H67 7.3142 2.4117 -3.0402  0.06
C24 -4.8078 -3.2971 -4.7528  -0.20
O9 -3.8470 -3.5446 -5.7433  -0.10
H68 -4.3809 -3.3929 -3.7544  0.08
H69 -5.3045 -2.3440 -4.9349  0.07
H70 -5.7489 -3.8399 -4.6656  0.07
H71 -4.3155 -3.5655 -6.5809  0.08
C25 -1.4775 -7.2492 -4.1419  -0.21
O10 -0.9912 -8.5320 -4.0739  -0.10
H72 -1.1435 -6.9035 -5.1202  0.08
H73 -2.5536 -7.0923 -4.0685  0.08
H74 -1.0299 -6.5391 -3.4465  0.07
H75 -1.0516 -8.8388 -3.1662  0.07
C26 -3.6841 2.8634 -3.7076  -0.23
O11 -4.0650 3.9422 -2.9829  -0.09
H76 -3.9357 1.9691 -3.1375  0.08
H77 -4.1792 2.7800 -4.6751  0.08
H78 -2.6234 2.7791 -3.9442  0.08
H79 -3.8920 4.7152 -3.5252  0.08
C27 -1.9748 7.9326 0.8003  -0.12
O12 -0.9480 9.0154 0.7459  -0.13
H80 -3.0284 8.2116 0.7888  0.07
H81 -1.7688 7.0856 0.1459  0.07
H82 -1.8408 7.3982 1.7408  0.06
H83 -1.3554 9.6521 1.3377  0.06
C28 -4.0249 3.6360 1.7146  -0.15
O13 -4.5659 3.4172 3.0364  -0.13
H84 -4.6543 4.2941 1.1156  0.07
H85 -3.0187 4.0548 1.7314  0.06
H86 -3.9875 2.6709 1.2095  0.07
H87 -4.6147 4.2487 3.5136  0.05
C29 2.2716 7.8299 -2.1709  -0.18
O14 2.0956 7.4917 -0.7990  -0.11
H88 2.5239 8.8626 -2.4119  0.07
H89 3.0950 7.2727 -2.6176  0.07
H90 1.4768 7.5665 -2.8688  0.07
H91 1.4030 7.9914 -0.3606  0.06

Question: Number 1 is which compound?
Answer: C15H18N2O3S

Question: energy relative to the best compared isomer or geometry (same formula, charge and spin) of number 2 (C29H91N5O14)?
Answer: 187.1 kcal per mole

Question: The lowest lowest unoccupied orbital energy belongs to which entry?
Answer: C15H18N2O3S